# 1
10
Properties=species:S:1:pos:R:3:forces:R:3 method="wB97M-V/def2-TZVPD" orbital_gap_ev=8.97 e_lumo_ev=-0.34 smiles="O=P(Cl)(Cl)Cl.C=C=O" de_lowest_kj_mol=41.8 charge=0 e_homo_ev=-9.31 fmax_ev_per_a=1.79
C -0.06940 1.74039 0.97325 0.31 0.78 0.46
C 0.04308 1.32501 -0.25506 -0.56 0.00 1.05
O -0.19607 2.19759 2.03291 -0.04 -0.31 -0.15
O -2.58968 -0.30569 -1.66449 -0.06 -0.33 -0.42
P -3.28189 0.11237 -0.46419 0.30 -0.16 0.95
Cl -3.17056 2.08694 -0.20796 -0.18 -0.01 0.32
Cl -5.22346 -0.25486 -0.29121 -0.14 -0.13 -0.13
Cl -2.51137 -0.78515 1.21571 -0.41 0.62 -0.65
H 0.92851 1.31643 -0.78937 1.62 0.19 -0.72
H -0.76636 0.77245 -0.61866 -0.85 -0.66 -0.70

# 2
73
Properties=species:S:1:pos:R:3:forces:R:3 method="wB97M-V/def2-TZVPD" orbital_gap_ev=5.84 e_lumo_ev=-10.92 de_lowest_kj_mol=20.3 charge=+3 e_homo_ev=-16.76 fmax_ev_per_a=0.54
W 0.42842 0.39936 -0.11788 0.32 -0.13 -0.41
O 0.40974 1.05593 1.68489 -0.26 0.13 0.43
C 0.65398 0.61840 2.93843 0.32 -0.21 0.12
C -0.14263 0.97857 4.01213 0.16 -0.09 -0.20
C 0.23548 0.53708 5.27774 -0.06 0.03 -0.04
C 1.37793 -0.23422 5.47688 0.05 -0.05 0.07
C 2.16642 -0.59272 4.40443 -0.10 0.08 -0.12
C 1.80101 -0.18639 3.10764 -0.35 0.23 0.09
C 2.59976 -0.52972 1.98462 -0.02 -0.01 -0.08
N 2.30880 -0.41110 0.71839 0.18 -0.09 0.13
C 3.39068 -0.81120 -0.20938 -0.09 0.06 -0.15
C 3.35496 0.16587 -1.36236 -0.04 -0.01 0.17
N 1.92817 0.18107 -1.76430 0.03 -0.21 -0.26
C 1.72248 -0.17368 -3.00684 0.11 0.16 0.22
C 0.48282 -0.53599 -3.57990 -0.37 -0.16 0.02
C 0.32447 -0.73467 -4.96641 -0.01 0.01 0.22
C -0.85970 -1.24591 -5.43801 -0.02 -0.01 -0.06
C -1.87719 -1.61654 -4.54734 -0.04 -0.01 0.09
C -1.73236 -1.48269 -3.17753 0.14 0.05 -0.06
C -0.55440 -0.91513 -2.70112 0.16 0.08 -0.18
O -0.35690 -0.77232 -1.38602 -0.25 -0.02 -0.15
H -1.04174 1.56569 3.86525 0.03 0.02 0.00
H -0.37607 0.80242 6.12969 -0.02 0.02 0.01
H 1.64348 -0.54918 6.47570 0.01 -0.01 0.01
H 3.05432 -1.19296 4.55461 0.04 -0.02 -0.02
H 3.57286 -0.95958 2.22015 -0.01 0.02 -0.02
H 3.19641 -1.82320 -0.57946 0.01 0.04 0.01
H 4.35235 -0.80870 0.30164 -0.01 0.04 -0.04
H 3.97685 -0.16622 -2.19160 0.01 -0.03 0.03
H 3.70074 1.15312 -1.05568 -0.05 -0.09 -0.04
H 2.58989 -0.22776 -3.66230 0.03 0.01 0.03
H 1.12818 -0.48728 -5.64719 0.05 0.02 0.00
H -1.00492 -1.38762 -6.49957 0.00 0.00 -0.01
H -2.79479 -2.03249 -4.94196 -0.01 -0.01 0.00
H -2.50628 -1.78966 -2.48861 -0.01 0.00 0.02
O -2.68677 2.51215 1.23744 -0.13 -0.03 -0.04
C -2.12704 1.88010 0.38611 0.09 0.15 -0.39
N -1.63151 0.58169 0.44456 -0.10 0.13 0.22
C -2.13400 -0.20579 1.49229 0.12 -0.16 0.23
O -3.10509 0.02400 2.14976 0.00 -0.06 -0.08
C -1.32860 -1.45379 1.65238 -0.02 0.02 -0.12
C -1.79827 -2.53809 2.37141 0.04 0.19 -0.10
C -1.06835 -3.71335 2.34261 0.00 -0.02 0.03
C 0.08610 -3.76137 1.57286 0.06 0.13 -0.08
C 0.50344 -2.62696 0.90296 -0.08 0.02 0.07
N -0.17847 -1.46765 0.96534 0.03 -0.45 0.23
C -1.72376 2.46513 -0.92947 0.10 -0.08 0.11
C -2.43486 3.44534 -1.59119 0.07 -0.10 0.10
C -1.94714 3.90391 -2.80378 -0.01 -0.02 0.00
C -0.73859 3.39988 -3.26744 0.05 -0.07 0.06
C -0.05766 2.45838 -2.52316 -0.02 -0.02 0.08
N -0.55590 1.95656 -1.36876 -0.06 0.25 -0.37
H -2.73246 -2.43994 2.90728 -0.02 0.03 0.00
H -1.40384 -4.58600 2.88646 -0.01 -0.01 0.00
H 0.66442 -4.66985 1.48636 0.02 -0.01 -0.01
H 1.39524 -2.64993 0.29616 0.01 0.02 0.00
H -3.35170 3.81512 -1.15249 0.00 -0.01 0.02
H -2.48897 4.64619 -3.37420 -0.01 0.02 0.00
H -0.31002 3.74275 -4.19880 0.01 0.00 0.00
H 0.91646 2.11953 -2.83092 -0.04 0.01 0.03
C 2.29882 5.52356 -0.90747 0.06 0.00 -0.06
N 1.24891 5.09290 0.01130 -0.17 -0.18 -0.01
C 0.35372 5.93333 0.63656 -0.08 0.06 0.18
C -0.42442 5.17245 1.43933 -0.05 0.14 -0.04
N 0.01748 3.87901 1.29713 0.09 0.08 -0.14
C 1.02193 3.83373 0.41242 0.27 -0.03 0.11
S 1.99456 2.49333 -0.10909 -0.14 0.13 0.03
H 2.18374 6.59054 -1.07194 0.02 -0.01 -0.02
H 2.19650 4.99416 -1.85239 0.04 0.00 0.00
H 3.27658 5.32815 -0.47154 -0.01 0.01 -0.03
H 0.36405 6.99448 0.46299 -0.02 0.03 0.03
H -1.24335 5.42711 2.08644 -0.03 0.04 0.03
H -0.35806 3.07504 1.77384 0.02 -0.04 0.09